No. 1
The following is a quantum chemistry calculation of 2 unconnected molecules or ions with the total composition C8H12N2O4S, from the OMol25 dataset.

XYZ file:
```
27
Properties=species:S:1:pos:R:3
C -3.2585 -2.3919 -0.2231
C -2.4950 -1.1094 -0.1554
N -3.1808 0.0101 -0.2896
C -2.5637 1.1689 -0.1728
C -1.2222 1.3092 0.1558
C -0.6741 2.6939 0.4107
O 0.0116 3.2356 -0.6933
C -0.4760 0.1296 0.2653
S 1.1691 0.1103 0.9641
O 1.8561 1.5082 0.4166
C -1.1120 -1.1020 0.0940
O -0.4670 -2.2904 0.2154
H -2.8200 -3.1267 0.4463
H -4.2921 -2.1982 0.0490
H -3.2355 -2.7913 -1.2356
H -3.1857 2.0459 -0.2875
H -1.5119 3.3702 0.5987
H -0.0305 2.6823 1.3013
H 0.8663 2.7868 -0.7484
H 2.7144 1.2988 -0.0200
H 0.4756 -2.1437 0.3705
H 4.9028 0.2328 0.2646
N 4.1052 0.2734 -0.3670
C 3.4970 -0.8082 -0.5537
O 3.7492 -2.0267 -0.0756
H 2.6657 -0.8323 -1.2530
H 4.5119 -2.0350 0.5227
```

## Properties
* structure (SMILES): Cc1ncc(CO)c(SO)c1O.[H]/N=C\O
* molar mass: 232.3 g mol⁻¹
* max |F|: 0.9 eV Å⁻¹
* orbital gap: 0.3213 Ha
* ΔE to the lowest compared entry with this formula, charge and spin: 1.8 kcal/mol

---

No. 2
The following is a quantum chemistry calculation of a single C8H12N2O4S molecule at a distorted geometry, from the OMol25 dataset.

XYZ file:
```
27
Properties=species:S:1:pos:R:3
C -0.6669 -1.7749 1.5603
C 0.0207 -0.5675 1.5978
C 0.4530 -0.1170 0.3768
C 0.2405 -0.8435 -0.7788
C -0.4477 -2.0644 -0.6830
C -0.8001 -2.7209 -2.0228
C 0.1837 0.3084 2.7039
C 0.9725 1.5076 0.1671
N -0.8785 -2.4916 0.4828
N 2.2906 1.5593 -0.2388
O -1.3444 2.4144 -0.2339
O 0.3679 3.2608 -1.8295
O 0.6141 -0.3559 -1.9915
O -0.8580 1.2143 2.9703
S -0.2179 2.0184 -1.3805
H -1.1686 -2.3458 2.3285
H 0.0336 -3.2205 -2.5616
H -1.5829 -3.3524 -1.8786
H -1.2401 -1.8993 -2.7715
H 0.1015 -0.3936 3.6364
H 1.0937 0.9372 2.5858
H 0.5845 2.3897 0.7370
H 2.5586 0.9706 -1.0105
H -2.1487 2.4920 -0.7110
H 2.6683 2.4085 -0.4386
H 0.2742 -0.9011 -2.7164
H -1.1038 1.5673 2.1003
```

## Properties
* molar mass: 232.3 g mol⁻¹
* max |F|: 4.6 eV Å⁻¹
* orbital gap: 0.3224 Ha
* ΔE to the lowest compared entry with this formula, charge and spin: 45.4 kcal/mol

---

No. 3
The following is a quantum chemistry calculation of a single C8H12N2O7 molecule at a distorted geometry, from the OMol25 dataset.

XYZ file:
```
29
Properties=species:S:1:pos:R:3
N -1.9260 -0.3388 1.6385
C -0.4463 -0.0588 1.7859
C 0.2468 -0.8347 2.9948
C 1.5014 -0.1520 3.3322
O 2.5043 -0.7552 3.4038
O 1.4552 1.1989 3.3674
C 0.2536 -0.3656 0.4186
O 1.3850 -0.5655 0.2932
N -0.5471 -0.6072 -0.6027
C -0.1247 -0.6010 -2.0103
C 0.1347 0.8247 -2.5599
C -1.1636 1.6556 -2.5120
O -2.1289 1.4272 -1.7931
O -1.1539 2.7803 -3.3037
C 0.9065 -1.6024 -2.4112
O 0.8585 -2.2048 -3.4366
O 2.1234 -1.6491 -1.8091
H -2.1870 -1.2088 2.0828
H -2.5774 0.3140 2.0451
H -0.2986 1.0221 1.8941
H -0.3302 -0.7039 3.9829
H 0.4547 -1.8863 2.8859
H 2.3437 1.4322 3.1572
H -1.5078 -0.2698 -0.4905
H -1.1032 -0.8211 -2.5837
H 0.7949 1.3312 -1.9711
H 0.4546 0.7265 -3.5975
H -2.0257 3.1237 -3.2543
H 2.1032 -1.2114 -0.9466
```

## Properties
* structure (SMILES): N[C@@H](CC(=O)O)C(=O)N[C@@H](CC(=O)O)C(=O)O
* molar mass: 248.2 g mol⁻¹
* max |F|: 7.4 eV Å⁻¹
* orbital gap: 0.3721 Ha
* ΔE to the lowest compared entry with this formula, charge and spin: 38.5 kcal/mol

---

No. 4
The following is a quantum chemistry calculation of 2 unconnected molecules or ions with the total composition C8H12N2OSi2 at a distorted geometry, from the OMol25 dataset.

XYZ file:
```
25
Properties=species:S:1:pos:R:3
C -2.7375 0.6370 0.2344
C 2.2226 1.3476 0.1895
C -1.8402 3.3909 -0.3259
C 3.3202 -1.2567 -0.2725
C -1.0845 2.3539 -0.1893
C 2.2298 -1.0959 0.4675
C -1.4444 1.0113 -0.0368
C 1.4508 0.1860 0.5438
N -3.7129 0.2158 0.6530
N 2.5861 2.4230 0.0457
O -0.6279 -1.7740 -0.1155
Si -1.4431 -3.1741 -0.2677
Si -0.0914 -0.3386 -0.4845
H -1.4388 4.4161 -0.4830
H -2.9093 3.3822 -0.0744
H 3.9437 -2.1392 -0.1910
H 3.7836 -0.4943 -0.9427
H 0.0420 2.5179 -0.3622
H 1.8012 -1.7491 1.1440
H -0.9583 0.7016 1.9409
H 1.0644 0.4437 1.4852
H -0.8285 -3.9506 -1.4936
H -1.1472 -3.8532 0.9325
H -2.7659 -2.8390 -0.6872
H 0.5854 -0.3625 -1.7098
```

## Properties
* molar mass: 208.4 g mol⁻¹
* max |F|: 4.8 eV Å⁻¹
* orbital gap (alpha / beta): 0.2938 / 0.2883 Ha

---

No. 5
The following is a quantum chemistry calculation of a molecular structure, C8H12N2PdS2, from the OMol25 dataset.

XYZ file:
```
25
Properties=species:S:1:pos:R:3
Pd 0.1040 0.0024 -0.0766
N -1.1077 1.1838 1.2596
C -2.3599 0.4690 1.5297
C -2.8655 -0.1158 0.2147
N -1.8221 -0.9958 -0.3223
H -0.6273 1.5251 2.0850
H -1.2978 1.9875 0.6656
H -3.1338 1.1080 1.9650
H -2.1482 -0.3326 2.2390
H -3.0432 0.6829 -0.5070
H -3.8156 -0.6295 0.3889
H -2.0141 -1.3700 -1.2448
H -1.6886 -1.7852 0.3047
S 2.1129 0.3804 0.8557
C 3.2782 0.0486 -0.4020
C 4.6392 0.2431 -0.1767
C 5.5652 -0.0956 -1.1491
C 5.1388 -0.6303 -2.3600
C 3.7875 -0.8160 -2.5975
C 2.8475 -0.4674 -1.6303
S 1.1408 -0.6144 -1.9677
H 4.9632 0.6548 0.7717
H 6.6215 0.0528 -0.9649
H 5.8626 -0.8982 -3.1190
H 3.4451 -1.2264 -3.5398
```

## Properties
* molar mass: 306.8 g mol⁻¹
* max |F|: 0.5 eV Å⁻¹
* orbital gap: 0.2524 Ha
* ΔE to the lowest compared entry with this formula, charge and spin: 9.0 kcal/mol

---

No. 6
The following is a quantum chemistry calculation of a gas-phase ion, C8H12N3 (charge +1) at a distorted geometry, from the OMol25 dataset.

XYZ file:
```
23
Properties=species:S:1:pos:R:3
C 1.9531 -0.1377 -1.8167
C 1.0397 -0.5433 -0.8070
N 0.2118 -1.6969 -0.8726
C -0.8978 -1.5709 -1.8652
N -2.0754 -0.9457 -1.1658
C 0.7135 0.3486 0.3116
C 1.5627 1.0883 1.1008
C 1.1245 1.7833 2.2350
C -0.2011 1.7543 2.6027
C -0.9885 0.9063 1.8698
N -0.6036 0.3513 0.7166
H 2.2062 -0.6946 -2.6290
H 2.4536 0.8959 -1.7015
H -0.0894 -2.1102 -0.0113
H -1.2719 -2.4499 -2.2426
H -0.6821 -1.0061 -2.6941
H -2.3919 -1.7170 -0.6122
H -2.8063 -0.7172 -1.8548
H 2.6427 1.2568 0.9545
H 1.9232 2.3914 2.8095
H -0.5666 2.1669 3.4582
H -2.0624 0.8271 2.2512
H -1.1943 -0.1807 -0.0370
```

## Properties
* net charge: +1
* structure (SMILES): C=C(NCN)c1cccc[nH+]1
* molar mass: 150.2 g mol⁻¹
* max |F|: 6.4 eV Å⁻¹
* orbital gap: 0.3098 Ha
* ΔE to the lowest compared entry with this formula, charge and spin: 42.2 kcal/mol

---

No. 7
The following is a quantum chemistry calculation of a gas-phase ion, C8H12N3 (charge +1) at a distorted geometry, from the OMol25 dataset.

XYZ file:
```
23
Properties=species:S:1:pos:R:3
C 2.3787 0.0396 2.2975
C 1.4346 -0.0035 1.1203
C 0.9982 -1.1682 0.5360
C 0.4721 -1.2041 -0.8221
C -0.3773 -0.3293 -1.4564
C -0.6381 -0.5464 -2.8992
C -0.9773 0.7810 -0.6511
C -1.5290 0.3796 0.6120
N -2.4437 1.1082 1.2060
N 0.4525 1.4806 -0.4438
N 1.1906 1.1142 0.3937
H 3.0789 0.7858 2.0912
H 2.9612 -0.9248 2.4681
H 1.8357 0.5149 3.0778
H 1.4171 -2.0851 0.9946
H 0.6422 -2.0625 -1.4232
H -0.5223 0.5081 -3.3266
H -1.6708 -0.9271 -2.8794
H -0.0882 -1.3218 -3.3153
H -1.4994 1.5058 -1.3671
H -1.4261 -0.5797 1.0761
H -2.5064 2.0794 0.8924
H -3.1834 0.8554 1.8184
```

## Properties
* net charge: +1
* structure (SMILES): CC1=CC=C(C)[C@@H](C=[NH2+])N=N1
* molar mass: 150.2 g mol⁻¹
* max |F|: 4.0 eV Å⁻¹
* orbital gap (alpha / beta): 0.2764 / 0.2763 Ha
* ΔE to the lowest compared entry with this formula, charge and spin: 103.6 kcal/mol

---

No. 8
The following is a quantum chemistry calculation of a gas-phase ion, C8H12N3 (charge +1) at a distorted geometry, from the OMol25 dataset.

XYZ file:
```
23
Properties=species:S:1:pos:R:3
C 2.7589 -1.2817 0.5069
C -1.1700 -1.6022 -0.8982
C 0.1698 -1.4278 -0.8012
C -0.7875 -0.5521 0.9483
C 2.5399 1.2495 -1.2405
C -3.1851 -1.1930 0.5687
C 1.9210 1.2684 0.1334
C 1.6169 -0.0571 0.8255
N 3.3642 -2.2116 0.2615
N -1.7842 -1.1206 0.2044
N 0.3542 -0.6605 0.3137
H -1.6827 -2.3654 -1.5006
H 0.8965 -1.5433 -1.5424
H -0.9471 0.1258 1.8935
H 3.2640 2.0690 -1.3748
H 1.8947 1.1104 -2.1624
H 3.2532 0.5138 -1.3286
H -3.5584 -2.1983 0.2047
H -3.3104 -0.9578 1.6668
H -3.8561 -0.3322 0.0024
H 2.5214 1.9236 0.7241
H 0.8870 1.7130 0.0449
H 1.7175 0.0496 1.9183
```

## Properties
* net charge: +1
* molar mass: 150.2 g mol⁻¹
* max |F|: 9.0 eV Å⁻¹
* orbital gap (alpha / beta): 0.2386 / 0.2698 Ha
* ⟨S²⟩: 2.01
* 2S+1: 3
* ΔE to the lowest compared entry with this formula, charge and spin: 78.0 kcal/mol

---

No. 9
The following is a quantum chemistry calculation of a molecular structure, C8H12N3O at a distorted geometry, from the OMol25 dataset.

XYZ file:
```
24
Properties=species:S:1:pos:R:3
C -1.1731 -0.1204 0.0788
C -3.1845 0.1611 -0.1476
C 2.8106 0.0197 -0.8459
C 1.2982 1.2778 0.8093
C 2.7516 -1.2337 -0.0823
C 1.5609 0.8213 -0.6046
C 0.7011 0.0185 0.3250
C -4.4821 0.7934 -0.0679
N -2.0550 0.8244 0.2059
N -2.9915 -1.1267 -0.2986
N 1.5035 -1.2706 0.5646
O -1.6649 -1.3213 -0.2331
H 3.5424 0.6499 -0.4173
H 3.0749 -0.1532 -1.9742
H 2.1759 1.1236 1.4423
H 0.6696 2.1496 0.9192
H 2.7269 -2.1476 -0.6501
H 3.5600 -1.3847 0.6066
H 1.0147 1.3142 -1.3543
H -4.5872 1.3992 0.9561
H -4.6326 1.5098 -0.9184
H -5.2789 0.0448 -0.2630
H 0.9224 -2.0017 0.3443
H 1.7370 -1.3472 1.6051
```

## Properties
* net charge: +1
* molar mass: 166.2 g mol⁻¹
* max |F|: 8.8 eV Å⁻¹
* orbital gap (alpha / beta): 0.2146 / 0.2981 Ha
* ⟨S²⟩: 2.02
* 2S+1: 3
* ΔE to the lowest compared entry with this formula, charge and spin: 64.6 kcal/mol

---

No. 10
The following is a quantum chemistry calculation of 2 unconnected molecules or ions with the total composition C8H12N3O2 at a distorted geometry, from the OMol25 dataset.

XYZ file:
```
25
Properties=species:S:1:pos:R:3
C 0.1930 -1.8535 -0.9304
C -2.0298 -1.9204 -0.4404
C -1.0668 -2.4012 -1.3185
C -0.0971 -1.1491 0.2189
C 1.5763 1.8286 -0.0178
C 1.1994 0.1680 1.4327
C 2.1094 2.6591 -1.0718
C -2.0783 -0.3835 1.5590
N -1.4132 -1.0518 0.5076
N 0.4651 2.1037 0.6968
N 2.1027 0.6901 0.4102
O 0.3966 1.1948 1.8212
O -1.2777 -3.2714 -2.3688
H 0.9765 -2.0311 -1.5304
H -3.1265 -1.9308 -0.5693
H 1.5502 -0.3781 2.3301
H 1.5693 2.3224 -1.9005
H 3.2147 2.3978 -1.1551
H 1.8038 3.7799 -0.9473
H -1.3037 0.0959 2.1911
H -2.7111 0.5003 1.1973
H -2.6656 -1.1785 2.1711
H -0.2018 2.9017 0.6216
H 2.8388 0.1446 -0.0407
H -2.0242 -3.2375 -2.8667
```

## Properties
* net charge: +1
* molar mass: 182.2 g mol⁻¹
* max |F|: 5.5 eV Å⁻¹
* orbital gap: 0.2629 Ha
* ΔE to the lowest compared entry with this formula, charge and spin: 193.1 kcal/mol

---

> Look up the max |F| of the second one.

4.6 eV Å⁻¹